# 1
The ion C5H14N3 with charge +1 at a distorted geometry. Source: the OMol25 dataset; level of theory: ωB97M-V with the def2-TZVPD basis set.

```
22
C5H14N3 | the OMol25 dataset | ωB97M-V with the def2-TZVPD basis set
C 1.6282 0.6961 2.1893
C 1.2286 -0.0162 0.9871
N 0.0954 -1.0122 1.2203
C 0.6896 1.0524 -0.0609
C 0.4451 0.4718 -1.5324
N -0.6627 -0.5565 -1.5109
C -1.8717 -0.3231 -2.0062
N -2.7918 -1.2057 -1.5733
H 0.7500 1.0691 2.6935
H 2.2158 0.0502 2.8826
H 2.4664 1.5773 1.9616
H 1.9837 -0.5146 0.5384
H 0.4629 -1.8961 1.6170
H -0.5220 -0.5760 1.8011
H 1.2380 2.0358 0.1721
H -0.3218 1.4381 0.3325
H 0.3966 1.3482 -2.1567
H 1.5753 0.0215 -1.7736
H -0.6128 -1.2043 -0.6683
H -1.9919 0.5309 -2.6921
H -2.6764 -1.6847 -0.5608
H -3.7246 -1.3019 -1.8602
```

Values from the calculation:
* relative energy (zero: lowest compared OMol25 entry of this formula, charge and spin): 258.1 kJ/mol
* SMILES string: C[C@@H](N)CC/[NH+]=C/N
* lowest unoccupied orbital energy: -3.67 eV
* HOMO-LUMO gap: 9.89 eV
* charge: +1


# 2
The ion C3H6N3O3P with charge -2 at a distorted geometry. Source: the OMol25 dataset; level of theory: ωB97M-V with the def2-TZVPD basis set.

```
16
C3H6N3O3P | the OMol25 dataset | ωB97M-V with the def2-TZVPD basis set
O -0.0622 -1.8565 2.2877
P -0.8283 -1.9071 1.0272
O -2.2328 -2.4688 1.1103
O -0.0786 -2.7833 -0.1689
C -0.7116 -0.2971 0.1314
C 0.5621 0.5229 0.3713
C 1.5993 -0.0806 -0.7513
N 1.1261 0.1120 -2.0345
N -0.1219 -0.2144 -2.3142
N -1.0758 -0.5113 -1.5679
H -0.4432 -2.5196 -1.0013
H -1.6896 0.2437 0.3540
H 0.9782 0.2378 1.3835
H 0.6536 1.6480 0.2392
H 2.4134 0.5462 -0.5789
H 1.8384 -1.1697 -0.5185
```

Values from the calculation:
* relative energy (zero: lowest compared OMol25 entry of this formula, charge and spin): 19.0 kJ/mol
* SMILES string: O=[P@]([O-])(O)[C@H]1CC[N-]N=N1
* lowest unoccupied orbital energy: 7.01 eV
* HOMO-LUMO gap: 6.37 eV
* charge: -2


# 3
A cluster of 5 separate species, C39H83BrN5O10P2 in total. Source: the OMol25 dataset; level of theory: ωB97M-V with the def2-TZVPD basis set.

```
140
C39H83BrN5O10P2 | the OMol25 dataset | ωB97M-V with the def2-TZVPD basis set
C 3.8191 -4.2182 -0.7789
C 4.5922 -2.9025 -0.8538
O 4.0919 -1.9075 0.0235
C 2.7934 -1.4526 -0.3015
C 2.5676 -0.1310 0.4319
C 2.8094 1.1018 -0.4386
C 1.7018 1.5103 -1.4307
C 0.3473 1.7265 -0.7445
C -0.9621 1.8293 -1.5626
C -1.9784 0.6827 -1.3841
C -1.7188 -0.6384 -2.1387
C -0.3055 -1.2437 -2.1691
N 0.4544 -1.0207 -3.4003
C -3.3894 1.2635 -1.6882
C -3.8951 1.9358 -0.3807
C -5.3510 2.4150 -0.1521
C -6.0347 1.7554 1.0609
C -7.5627 1.7923 0.9591
C -8.1284 0.6839 0.0917
O -8.0112 -0.5195 0.8097
C -8.5030 -1.6397 0.1169
P -4.6518 0.0109 -2.2001
N -5.0716 -0.9644 -1.0674
N -3.2477 2.1667 -2.9317
P -3.9401 3.7271 -3.0368
O -5.3879 3.6955 -2.9865
O -3.2421 4.5814 -1.8916
O -3.2583 4.1813 -4.4067
C -2.0821 1.9356 -3.6450
N -2.1173 1.6208 -4.8978
C -3.2971 1.4394 -5.7547
C -2.9169 1.3482 -7.2428
C -1.6836 2.1360 -7.7275
O -0.6490 1.2874 -8.1756
C 0.3602 1.0378 -7.2266
N -0.8227 1.9505 -3.0359
Br 0.0345 3.5694 -3.5555
H 3.3702 -4.3121 0.2133
H 3.0048 -4.2510 -1.5051
H 4.4642 -5.0759 -0.9564
H 4.5798 -2.5048 -1.8786
H 5.6342 -3.0449 -0.5676
H 2.0436 -2.1979 -0.0013
H 2.7174 -1.3264 -1.3923
H 1.5860 -0.1190 0.9086
H 3.2746 -0.1134 1.2626
H 3.0339 1.9593 0.2010
H 3.7160 0.9131 -1.0236
H 2.0274 2.4608 -1.8577
H 1.6464 0.8007 -2.2589
H 0.4321 2.6495 -0.1667
H 0.1887 0.9474 -0.0012
H -1.4557 2.7383 -1.2037
H -1.9594 0.4793 -0.3134
H -2.0204 -0.5447 -3.1896
H -2.4042 -1.3586 -1.6841
H -0.4149 -2.3232 -2.0594
H 0.2842 -0.9140 -1.3110
H 0.1934 -0.1555 -3.8567
H 0.3166 -1.7799 -4.0544
H -3.6966 1.1742 0.3761
H -3.1970 2.7484 -0.1621
H -5.3022 3.4889 0.0433
H -5.9694 2.3384 -1.0420
H -5.7412 2.3078 1.9587
H -5.6945 0.7264 1.1945
H -8.0060 1.6971 1.9519
H -7.8792 2.7603 0.5556
H -7.5703 0.6050 -0.8543
H -9.1788 0.8833 -0.1645
H -8.2073 -1.6142 -0.9396
H -9.5964 -1.6997 0.1739
H -8.0715 -2.5284 0.5764
H -4.1513 -0.5127 -3.4097
H -5.6159 0.9047 -2.6976
H -4.9902 -1.9476 -1.2967
H -2.5699 5.2296 -2.1567
H -3.1671 5.1381 -4.5415
H -1.2065 1.4710 -5.3234
H -4.0022 2.2422 -5.5672
H -3.7673 0.5092 -5.4275
H -3.7842 1.6946 -7.8043
H -2.7723 0.3032 -7.5191
H -1.2947 2.8114 -6.9509
H -1.9604 2.7762 -8.5651
H 1.1253 0.4324 -7.7053
H -0.0197 0.4626 -6.3633
H 0.8145 1.9697 -6.8684
C 1.9812 5.3361 3.0595
C 1.1779 4.3969 3.9580
C 0.4077 3.5732 2.9355
O 1.2477 3.4936 1.7786
C 2.3392 4.4121 1.9041
H 2.8611 5.7549 3.5446
H 1.3559 6.1614 2.7127
H 1.8511 3.7548 4.5277
H 0.5225 4.9135 4.6576
H -0.5354 4.0605 2.6623
H 0.1912 2.5599 3.2766
H 3.2558 3.8516 2.1146
H 2.4642 4.9347 0.9541
C 4.5300 -9.5504 -0.5091
C 4.2427 -9.8878 -1.9715
C 3.5175 -8.6311 -2.4356
O 4.0660 -7.5514 -1.6774
C 4.8517 -8.0644 -0.5987
H 5.3456 -10.1293 -0.0791
H 3.6379 -9.7110 0.0994
H 5.1769 -10.0135 -2.5220
H 3.6451 -10.7884 -2.1028
H 2.4423 -8.7003 -2.2374
H 3.6601 -8.4190 -3.4959
H 5.9127 -7.9027 -0.8173
H 4.5984 -7.5136 0.3084
C 5.1581 -1.1755 5.0098
C 5.1752 -2.0949 3.7892
C 3.6984 -2.1488 3.4269
O 3.1496 -0.8794 3.8021
C 4.0841 -0.1687 4.6220
H 6.1177 -0.7035 5.2164
H 4.8498 -1.7285 5.8992
H 5.7442 -1.6392 2.9755
H 5.5929 -3.0807 3.9892
H 3.1808 -2.9378 3.9842
H 3.5359 -2.2999 2.3601
H 4.5136 0.6566 4.0394
H 3.5617 0.2432 5.4842
C 2.9736 2.3969 9.5681
C 1.5718 2.2835 8.9701
C 1.8653 1.6107 7.6350
O 3.0036 0.7786 7.8502
C 3.6048 1.0883 9.1102
H 2.9787 2.5068 10.6512
H 3.5033 3.2479 9.1351
H 0.9461 1.6393 9.5905
H 1.0669 3.2417 8.8549
H 2.1039 2.3534 6.8651
H 1.0441 0.9906 7.2725
H 3.3944 0.2790 9.8165
H 4.6844 1.1542 8.9726
```

Values from the calculation:
* relative energy (zero: lowest compared OMol25 entry of this formula, charge and spin): 0.0 kJ/mol
* lowest unoccupied orbital energy: -4.38 eV
* HOMO-LUMO gap: 6.06 eV
* charge: +1


# 4
The molecule C5H5NO2 at a distorted geometry. Source: the OMol25 dataset; level of theory: ωB97M-V with the def2-TZVPD basis set.

```
13
C5H5NO2 | the OMol25 dataset | ωB97M-V with the def2-TZVPD basis set
C -1.0263 -0.9671 0.7822
C -0.3283 -0.4216 -0.4653
O -0.4556 -0.9836 -1.5624
C 1.1286 0.0919 -0.1539
O 2.1733 -0.6607 -0.5572
C 1.0066 1.3730 0.0571
C -0.6941 1.5993 -0.1715
N -1.5346 2.3953 -0.0800
H -0.6492 -1.9732 0.9770
H -0.8524 -0.3299 1.6483
H -2.0970 -1.0037 0.5787
H 1.7918 -1.4237 -1.0366
H 1.5372 2.3041 -0.0165
```

Values from the calculation:
* relative energy (zero: lowest compared OMol25 entry of this formula, charge and spin): 419.2 kJ/mol
* SMILES string: CC(=O)/C(O)=C\C#N
* lowest unoccupied orbital energy: -1.21 eV
* HOMO-LUMO gap: 9.08 eV
* charge: 0


# 5
A structure of composition C22H32NRe. Source: the OMol25 dataset; level of theory: ωB97M-V with the def2-TZVPD basis set.

```
56
C22H32NRe | the OMol25 dataset | ωB97M-V with the def2-TZVPD basis set
Re 0.6788 0.3074 0.2602
C 1.6607 0.2015 2.2512
C 2.7480 0.1582 1.3166
C 2.7445 1.3631 0.5638
C 1.6553 2.1842 0.9889
C 0.9734 1.4680 2.0567
C -0.1054 2.0173 2.9390
C 1.3445 3.5766 0.5344
C 3.7291 1.6873 -0.5199
C 3.7289 -0.9601 1.1500
C 1.3646 -0.7870 3.3359
H 0.3395 2.5130 3.8036
H -0.7596 1.2272 3.3045
H -0.7180 2.7453 2.4105
H 1.8777 4.3074 1.1455
H 0.2795 3.7885 0.6156
H 1.6337 3.7305 -0.5040
H 3.6460 1.0154 -1.3757
H 4.7446 1.5919 -0.1344
H 3.6015 2.7078 -0.8739
H 4.6032 -0.7902 1.7821
H 4.0760 -1.0335 0.1202
H 3.2975 -1.9184 1.4344
H 1.8292 -0.4673 4.2706
H 1.7517 -1.7743 3.0899
H 0.2935 -0.8794 3.5098
C 0.8514 0.1905 -2.6792
C -0.5968 0.4824 -3.0674
C -1.0064 1.9130 -2.7139
C -1.5872 -0.5612 -2.5850
C -2.4030 -1.2121 -3.4963
C -3.3125 -2.1687 -3.0735
C -3.3953 -2.4996 -1.7299
C -2.5829 -1.8966 -0.7780
C -2.7065 -2.3156 0.6745
C -1.4512 -3.0303 1.1855
C -3.1241 -1.1697 1.5995
C -1.6892 -0.9106 -1.2276
N -0.8508 -0.2660 -0.3384
H 1.5525 0.8178 -3.2301
H 1.1246 -0.8577 -2.7852
H 1.1069 0.4935 -1.6132
H -0.5956 0.4044 -4.1590
H -0.9978 2.0773 -1.6347
H -2.0132 2.1160 -3.0761
H -0.3285 2.6323 -3.1767
H -2.3281 -0.9642 -4.5481
H -3.9536 -2.6598 -3.7928
H -4.1051 -3.2515 -1.4085
H -3.5139 -3.0517 0.6964
H -0.6058 -2.3440 1.2711
H -1.1649 -3.8462 0.5209
H -1.6412 -3.4499 2.1746
H -2.3388 -0.4176 1.6888
H -3.3369 -1.5569 2.5969
H -4.0242 -0.6776 1.2299
```

Values from the calculation:
* ⟨S²⟩: 0.771
* relative energy (zero: lowest compared OMol25 entry of this formula, charge and spin): 0.0 kJ/mol
* spin multiplicity: 2
* lowest unoccupied orbital energy (alpha / beta): -4.54 / -4.50 eV
* HOMO-LUMO gap (alpha / beta): 6.58 / 6.72 eV
* charge: +1


# 6
A structure of composition C4H9O4 at a distorted geometry. Source: the OMol25 dataset; level of theory: ωB97M-V with the def2-TZVPD basis set.

```
17
C4H9O4 | the OMol25 dataset | ωB97M-V with the def2-TZVPD basis set
C -1.1147 -1.1202 -0.0442
O -2.5312 -1.4620 0.1653
C -0.6299 0.3440 0.3514
C 0.4810 0.9924 -0.5058
C 1.1792 0.1279 -1.6751
O -0.0209 0.5794 -2.1600
O 2.3209 0.4217 -2.0962
H -0.9808 -1.1008 -1.1278
H -0.2553 -1.8115 0.2455
H -1.5346 0.9298 0.4968
H -0.1276 0.1477 1.3541
H 1.3416 1.0228 0.2044
H 0.4186 1.9995 -0.8862
H 1.1270 -0.9574 -1.3872
H -1.8402 -1.3832 1.0726
H 1.4844 0.5594 3.2712
O 0.6825 0.7108 2.7212
```

Values from the calculation:
* ⟨S²⟩: 0.755
* relative energy (zero: lowest compared OMol25 entry of this formula, charge and spin): 851.8 kJ/mol
* spin multiplicity: 2
* lowest unoccupied orbital energy (alpha / beta): -1.77 / -3.26 eV
* HOMO-LUMO gap (alpha / beta): 8.36 / 6.90 eV
* charge: 0


Question: The lowest charge belongs to which entry?
Answer: C3H6N3O3P


Question: What is the relative energy (zero: lowest compared OMol25 entry of this formula, charge and spin) in the second record?
Answer: 19.0 kJ/mol


Question: Which formula does entry 1 have?
Answer: C5H14N3


Question: relative energy (zero: lowest compared OMol25 entry of this formula, charge and spin) of number 1 (C5H14N3)?
Answer: 258.1 kJ/mol